[1]
ORCA calculation (ωB97M-V with the def2-TZVPD basis set) on one molecule with the formula C3H6N2.

Summary:
electronic energy: -227.39544 Ha
multiplicity: 1
HOMO-LUMO gap: 10.95 eV

Each line ends with the Mulliken charge.
Element x y z (Å)
N 1.383 -0.199 -2.323  -0.404
N 0.761 -0.420 1.063  -0.628
C 0.869 0.099 -1.329  0.078
C 0.231 0.400 -0.021  0.390
C -1.283 0.086 -0.024  -1.101
H -1.717 -0.212 -0.981  0.354
H 0.984 -1.353 0.740  0.238
H 0.422 1.459 0.188  0.294
H 1.511 -0.031 1.609  0.208
H -1.289 -0.736 0.687  0.325
H -1.873 0.908 0.392  0.245


[2]
ORCA calculation (ωB97M-V with the def2-TZVPD basis set) on one molecule with the formula C3H6N2.

Summary:
electronic energy: -227.33400 Ha
multiplicity: 1
HOMO-LUMO gap: 10.20 eV

Each line ends with the Mulliken charge.
Element x y z (Å)
N 0.419 0.596 2.524  -0.398
N -0.735 -0.248 -0.398  -0.265
C -0.066 -0.897 0.617  -0.291
C 0.961 0.288 1.534  0.016
C 0.073 0.589 -1.272  -0.819
H -1.588 0.207 -0.093  0.283
H 0.809 -1.446 0.314  0.227
H -0.555 0.991 -2.071  0.316
H 0.866 -0.017 -1.723  0.267
H 0.547 1.416 -0.715  0.336
H -0.730 -1.479 1.282  0.327


[3]
ORCA calculation (ωB97M-V with the def2-TZVPD basis set) on one molecule with the formula C3H6N2.

Summary:
electronic energy: -227.36415 Ha
multiplicity: 1
HOMO-LUMO gap: 11.21 eV

Each line ends with the Mulliken charge.
Element x y z (Å)
N -0.918 -0.470 -0.214  -0.389
N 2.672 0.121 -0.216  -0.425
C 0.263 -0.918 0.525  -0.406
C 1.577 -0.297 0.036  0.284
C -0.916 0.969 -0.322  -0.868
H 0.232 -0.571 1.634  0.283
H -1.888 1.145 -0.769  0.300
H -0.022 1.351 -0.737  0.380
H -0.640 -0.694 -1.177  0.300
H 0.479 -1.970 0.442  0.287
H -0.839 1.335 0.798  0.253


[4]
ORCA calculation (ωB97M-V with the def2-TZVPD basis set) on one molecule with the formula C3H6N2.

Summary:
electronic energy: -227.32428 Ha
multiplicity: 1
HOMO-LUMO gap: 9.83 eV

Each line ends with the Mulliken charge.
Element x y z (Å)
N -0.101 0.854 0.578  -0.392
N -1.105 0.328 -0.312  -0.237
C 1.248 -0.765 1.991  -0.889
C 0.538 0.027 1.229  0.648
C -0.547 0.196 -1.656  -0.722
H 0.870 -1.055 2.965  0.236
H -1.368 -0.067 -2.330  0.298
H -0.061 1.113 -2.018  0.311
H -1.789 1.079 -0.349  0.269
H 2.203 -1.154 1.658  0.239
H 0.182 -0.619 -1.671  0.242


[5]
ORCA calculation (ωB97M-V with the def2-TZVPD basis set) on one molecule with the formula C3H6N2O.

Summary:
electronic energy: -302.51420 Ha
multiplicity: 1
HOMO-LUMO gap: 9.71 eV

Each line ends with the Mulliken charge.
Element x y z (Å)
O -0.267 0.268 -1.177  -0.341
N -1.242 -1.658 1.769  -0.560
N -0.726 -0.601 0.906  -0.196
C 0.331 1.340 -0.602  0.080
C 1.651 1.703 -1.138  -0.613
C -0.822 -0.685 -0.358  0.084
H -0.274 1.848 0.394  0.252
H -0.571 -1.866 2.537  0.256
H -1.347 -2.454 1.180  0.241
H -1.199 -1.569 -0.909  0.320
H 2.085 2.497 -0.561  0.255
H 2.381 1.177 -2.041  0.222


[6]
ORCA calculation (ωB97M-V with the def2-TZVPD basis set) on one molecule with the formula C3H6N2O.

Summary:
electronic energy: -302.57105 Ha
multiplicity: 1
HOMO-LUMO gap (spin up / spin down): 8.32 / 8.32 eV

Each line ends with the Mulliken charge.
Element x y z (Å)
O -0.778 -0.248 1.235  -0.628
N 0.123 0.381 -0.789  -0.659
N -1.232 1.806 0.395  -0.376
C 1.242 -0.537 -0.558  -0.235
C -0.609 0.599 0.323  0.692
C 0.321 -1.574 -0.163  -0.212
H -1.787 2.008 1.209  0.221
H -0.336 -1.968 -0.931  0.275
H -0.971 2.547 -0.231  0.221
H 0.320 -2.071 0.797  0.206
H 1.954 -0.239 0.220  0.229
H 1.753 -0.702 -1.509  0.265


> What is the formula in the fifth record?

C3H6N2O


> What is the electronic energy in the third record?

-227.36415 Ha


> The lowest electronic energy belongs to which entry?

number 6